The molecule C4H6O2. Source: OMol25; level of theory: the ωB97M-V functional and the def2-TZVPD basis.

## Properties
Multiplicity ... 1
Largest force on an atom ... 0.011 hartree/bohr
Orbital gap ... 9.30 eV
SMILES ... CCC(=O)C=O
LUMO level ... -0.5488 eV
E ... -306.4704 Ha

Each atom is followed by the atoms it is bonded to, with distances in Å.
Positions of all 12 atoms, in Å:
1 C -1.5409 -0.3444 0.4981  C2 1.530, H7 1.094, H8 1.095, H9 1.093
2 C -0.0855 0.0530 0.7535  C1 1.530, C3 1.507, H10 1.093, H11 1.097
3 C 0.5239 0.6303 -0.4974  C2 1.507, O4 1.212, C5 1.533
4 O 0.0603 1.5632 -1.1175  C3 1.212
5 C 1.7917 -0.0324 -1.0485  C3 1.533, O6 1.206, H12 1.107
6 O 2.3242 -0.9725 -0.5135  C5 1.206
7 H -2.1252 0.5222 0.1759  C1 1.094
8 H -1.6027 -1.1047 -0.2881  C1 1.095
9 H -1.9876 -0.7597 1.4055  C1 1.093
10 H 0.5101 -0.8006 1.0882  C2 1.093
11 H -0.0338 0.8252 1.5313  C2 1.097
12 H 2.1655 0.4204 -1.9876  C5 1.107


The molecule C4H6O2 in a non-equilibrium geometry. Source: OMol25; level of theory: the ωB97M-V functional and the def2-TZVPD basis.

## Properties
Multiplicity ... 1
Largest force on an atom ... 0.082 hartree/bohr
Orbital gap ... 10.35 eV
SMILES ... C1OCC12CO2
LUMO level ... 1.0014 eV
E ... -306.2872 Ha

Each atom is followed by the atoms it is bonded to, with distances in Å.
Positions of all 12 atoms, in Å:
1 C -0.9031 0.9074 0.4967  O2 1.417, C4 1.481, H7 1.088, H8 1.099
2 O -1.5042 0.2228 -0.5888  C1 1.417, C3 1.424
3 C -0.6683 -0.9282 -0.5341  O2 1.424, C4 1.780, H9 1.097, H10 1.129
4 C 0.3880 0.1948 0.3548  C1 1.481, C3 1.780, C5 1.447, O6 1.344
5 C 1.7042 0.1017 -0.2382  C4 1.447, O6 1.502, H11 1.169, H12 1.103
6 O 1.3665 -0.1722 1.1994  C4 1.344, C5 1.502
7 H -0.9284 1.9880 0.3711  C1 1.088
8 H -1.3404 0.6068 1.4596  C1 1.099
9 H -1.0051 -1.7183 0.1481  C3 1.097
10 H -0.6623 -1.3961 -1.5620  C3 1.129
11 H 1.1148 -0.7297 -0.8106  C5 1.169
12 H 2.4383 0.9230 -0.2959  C5 1.103


A cluster of 2 separate species, C4H6O2 in total in a non-equilibrium geometry. Source: OMol25; level of theory: the ωB97M-V functional and the def2-TZVPD basis.

## Properties
Multiplicity ... 2
Largest force on an atom ... 0.086 hartree/bohr
Orbital gap (spin up / spin down) ... 8.92 / 5.67 eV
LUMO level (spin up / spin down) ... -7.0906 / -9.3574 eV
Net charge ... +1
E ... -305.9797 Ha
Expectation value of S² ... 0.8276

Each atom is followed by the atoms it is bonded to, with distances in Å.
Positions of all 12 atoms, in Å:
1 C -0.8738 0.4266 -0.3905  C2 1.492, C5 1.520, H7 1.086, H8 1.097
2 C 0.0800 0.6381 0.7365  C1 1.492, C3 1.420, H9 1.085
3 C 1.2555 -0.1567 0.7959  C2 1.420, O4 1.240, H11 1.100
4 O 1.3301 -1.2175 0.1580  C3 1.240
5 C -0.9652 -1.0594 -0.6979  C1 1.520, O6 1.186, H12 1.111
6 O -1.0913 -1.5089 -1.7885  C5 1.186
7 H -0.5138 0.8887 -1.3044  C1 1.086
8 H -1.8587 0.8290 -0.1243  C1 1.097
9 H -0.0182 1.4458 1.4550  C2 1.085
10 H 1.4323 1.3263 -0.4740  no bonds
11 H 2.0889 0.1251 1.4569  C3 1.100
12 H -0.8658 -1.7371 0.1773  C5 1.111